No. 1
{"formula": "C7H10N3O4SSn", "method": "wB97M-V/def2-TZVPD", "molar_mass_da": 350.95, "total_charge": 1, "multiplicity": 1, "e_tot_ev": -36736.8246, "homo_lumo_gap_ev": 6.669, "e_lumo_ev": -5.737, "symbols": ["Sn", "C", "C", "N", "O", "C", "C", "N", "O", "H", "H", "H", "H", "H", "H", "H", "S", "C", "N", "C", "O", "C", "O", "H", "H", "H"], "coordinates": [[-0.149, 0.483, 0.485], [-0.532, 0.579, -3.907], [-0.557, 0.822, -2.439], [0.354, 0.423, -1.613], [1.453, -0.330, -1.953], [-1.653, 1.531, -1.830], [-2.690, 2.299, -2.584], [-1.757, 1.515, -0.513], [-2.665, 2.073, 0.112], [0.128, -0.236, -4.198], [-0.196, 1.482, -4.421], [-1.534, 0.343, -4.256], [1.294, -0.779, -2.800], [-2.555, 2.230, -3.658], [-2.640, 3.346, -2.289], [-3.689, 1.944, -2.327], [-2.001, -3.519, 1.789], [-1.453, -2.260, 1.083], [-1.004, -1.309, 0.489], [4.091, 1.118, 0.887], [2.644, 1.174, 0.696], [1.931, 0.179, 1.120], [2.212, -0.829, 1.671], [4.546, 0.871, -0.070], [4.345, 0.377, 1.639], [4.382, 2.117, 1.203]], "forces_ev_per_a": [[-0.5, -0.9, -0.9], [0.1, 0.0, 0.0], [0.5, -0.3, 0.2], [0.1, -0.2, -0.1], [0.0, 0.0, -0.2], [-0.7, 0.4, 0.0], [0.0, -0.1, 0.1], [0.3, 0.3, 0.1], [-0.1, 0.1, 0.1], [0.0, 0.0, 0.0], [0.0, 0.0, 0.0], [0.0, 0.0, 0.0], [-0.1, 0.0, 0.1], [0.0, 0.0, 0.0], [0.0, 0.1, 0.0], [0.0, 0.0, 0.0], [-0.2, -0.4, 0.2], [0.4, 0.6, -0.2], [-0.1, 0.1, 0.1], [0.3, 0.0, 0.0], [-0.1, 0.4, -0.2], [0.4, -0.2, 0.8], [-0.2, 0.2, -0.2], [-0.1, 0.0, 0.1], [-0.1, 0.0, 0.0], [0.0, -0.1, 0.0]], "nbo_charge": [1.800, -0.684, 0.314, -0.288, -0.515, 0.062, -0.658, -0.072, -0.406, 0.228, 0.277, 0.269, 0.483, 0.229, 0.255, 0.260, 0.149, 0.213, -0.923, -0.273, -0.497, 0.602, -0.486, 0.216, 0.221, 0.223]}



No. 2
{"formula": "C20H21N2", "method": "wB97M-V/def2-TZVPD", "molar_mass_da": 289.40, "total_charge": 1, "multiplicity": 1, "e_tot_ev": -24053.7399, "homo_lumo_gap_ev": 6.885, "e_lumo_ev": -4.443, "symbols": ["C", "C", "C", "C", "C", "C", "C", "C", "C", "C", "C", "C", "C", "C", "C", "C", "C", "H", "H", "H", "H", "H", "H", "H", "H", "H", "H", "H", "H", "H", "H", "H", "H", "H", "N", "C", "N", "C", "C", "H", "H", "H", "H"], "coordinates": [[0.709, 6.524, -1.654], [0.534, 5.509, -0.548], [-0.659, 5.539, 0.186], [-0.955, 4.553, 1.121], [-0.052, 3.484, 1.360], [-0.379, 2.427, 2.307], [0.428, 1.250, 2.402], [0.285, 0.172, 3.277], [1.194, -0.938, 3.384], [0.792, -2.074, 4.151], [1.596, -3.201, 4.287], [2.863, -3.249, 3.673], [3.742, -4.447, 3.883], [3.250, -2.179, 2.843], [2.448, -1.041, 2.702], [1.215, 3.541, 0.708], [1.480, 4.511, -0.265], [1.653, 6.409, -2.211], [-0.093, 6.429, -2.408], [0.619, 7.556, -1.265], [-1.377, 6.332, -0.044], [-1.922, 4.568, 1.629], [-1.481, 2.343, 2.581], [1.223, 1.155, 1.653], [-0.620, 0.124, 3.883], [-0.187, -2.014, 4.650], [1.260, -4.028, 4.927], [4.679, -4.325, 3.345], [4.044, -4.592, 4.924], [3.241, -5.370, 3.569], [4.239, -2.252, 2.372], [2.817, -0.215, 2.077], [1.960, 2.764, 0.909], [2.413, 4.483, -0.844], [-0.485, 3.579, 4.098], [0.598, 3.622, 4.861], [0.394, 4.400, 5.979], [-0.908, 4.889, 5.918], [-1.422, 4.364, 4.753], [1.549, 3.137, 4.708], [1.082, 4.576, 6.709], [-1.341, 5.532, 6.671], [-2.405, 4.496, 4.349]], "forces_ev_per_a": [[0.0, 0.2, -0.3], [0.0, -0.1, -0.1], [-0.1, -0.3, 0.2], [0.1, -0.3, -0.4], [0.8, 0.9, -0.3], [-2.4, -0.4, 0.0], [0.5, -1.1, 0.7], [-0.3, 1.5, -1.3], [0.7, -1.5, -0.3], [0.0, 0.6, -0.1], [0.0, 0.4, 0.1], [-0.8, 0.2, 0.0], [0.3, 0.0, 0.0], [-0.1, 0.2, 0.4], [-0.2, 0.0, 0.3], [-0.6, -0.1, -0.2], [-0.1, 0.0, 0.1], [-0.3, 0.1, 0.4], [0.2, -0.1, 0.4], [0.2, -0.5, -0.1], [0.2, -0.3, 0.2], [0.3, 0.0, -0.1], [1.7, 0.0, -0.6], [-0.1, 0.3, 0.6], [0.3, 0.1, 0.2], [0.5, -0.2, -0.2], [0.2, 0.4, -0.4], [0.0, -0.2, -0.3], [-0.3, 0.2, 0.0], [0.1, 0.2, 0.0], [-0.5, 0.2, 0.0], [-0.2, -0.4, 0.4], [-0.3, 0.5, -0.1], [-0.4, 0.0, 0.4], [1.3, 0.4, 1.7], [-0.4, 0.7, 0.9], [-0.4, -0.3, -0.9], [0.5, -0.8, -0.9], [0.2, 0.1, 0.3], [-0.1, -0.1, -0.3], [-0.4, -0.1, -0.4], [0.1, -0.1, -0.1], [-0.2, 0.1, -0.1]], "nbo_charge": [-0.648, 0.052, -0.207, -0.156, -0.083, 0.111, -0.360, 0.020, -0.188, -0.116, -0.226, 0.064, -0.648, -0.244, -0.078, -0.164, -0.214, 0.230, 0.239, 0.238, 0.227, 0.218, 0.237, 0.216, 0.216, 0.217, 0.231, 0.224, 0.239, 0.240, 0.228, 0.205, 0.214, 0.229, -0.430, 0.198, -0.502, -0.073, -0.088, 0.220, 0.440, 0.247, 0.226]}



No. 3
{"formula": "C26H32F4NSi", "method": "wB97M-V/def2-TZVPD", "molar_mass_da": 462.63, "total_charge": 1, "multiplicity": 1, "e_tot_ev": -47711.4989, "homo_lumo_gap_ev": 4.044, "e_lumo_ev": -6.630, "symbols": ["F", "C", "C", "C", "F", "C", "C", "C", "C", "C", "C", "F", "C", "C", "F", "C", "C", "H", "H", "H", "H", "H", "H", "H", "C", "C", "C", "Si", "C", "C", "C", "C", "C", "C", "N", "C", "C", "C", "C", "H", "H", "H", "H", "H", "H", "H", "H", "H", "H", "H", "H", "H", "H", "H", "H", "H", "H", "H", "H", "H", "H", "H", "H", "H"], "coordinates": [[-3.122, 2.569, 1.784], [-2.862, 1.215, 1.810], [-3.949, 0.344, 1.780], [-3.636, -1.018, 1.809], [-4.674, -1.922, 1.805], [-2.343, -1.500, 1.846], [-1.233, -0.595, 1.865], [0.055, -1.182, 1.875], [1.337, -0.583, 1.813], [2.455, -1.476, 1.852], [3.743, -0.981, 1.825], [4.791, -1.874, 1.838], [4.042, 0.383, 1.772], [2.947, 1.242, 1.726], [3.192, 2.599, 1.677], [1.627, 0.812, 1.717], [-1.539, 0.799, 1.871], [-4.972, 0.700, 1.740], [-2.131, -2.568, 1.854], [0.060, -2.278, 1.882], [2.253, -2.545, 1.901], [5.062, 0.749, 1.756], [0.838, 1.547, 1.632], [-0.759, 1.546, 1.933], [-4.854, -2.727, 6.812], [-3.824, -1.721, 7.339], [-3.901, -0.415, 6.554], [-2.080, -2.477, 7.513], [-1.518, -2.411, 9.336], [-2.587, -1.826, 10.267], [-0.174, -1.707, 9.530], [-2.107, -4.291, 6.920], [-1.828, -5.299, 8.041], [-1.220, -4.543, 5.699], [-0.792, -1.606, 6.511], [0.533, -2.046, 6.451], [1.282, -1.191, 5.653], [0.398, -0.181, 5.190], [-0.854, -0.459, 5.717], [-5.852, -2.269, 6.813], [-4.624, -3.025, 5.780], [-4.909, -3.627, 7.435], [-4.095, -1.483, 8.378], [-4.920, -0.008, 6.608], [-3.226, 0.347, 6.958], [-3.674, -0.582, 5.493], [-1.381, -3.466, 9.616], [-2.251, -1.889, 11.310], [-2.774, -0.768, 10.039], [-3.537, -2.370, 10.202], [0.078, -1.705, 10.599], [0.645, -2.211, 9.007], [-0.217, -0.662, 9.202], [-3.147, -4.445, 6.597], [-1.970, -6.323, 7.669], [-0.795, -5.220, 8.405], [-2.508, -5.172, 8.894], [-1.433, -5.546, 5.306], [-1.411, -3.834, 4.884], [-0.156, -4.511, 5.962], [0.842, -2.933, 6.990], [2.336, -1.286, 5.440], [0.636, 0.663, 4.562], [-1.769, 0.092, 5.598]], "forces_ev_per_a": [[0.4, -1.8, 0.1], [0.3, 1.4, 0.0], [0.6, -0.6, 0.0], [-1.2, -0.8, 0.0], [1.3, 1.2, 0.0], [0.7, 0.1, 0.0], [-1.4, 0.3, 0.1], [0.1, 0.3, -0.1], [1.3, 0.3, -0.1], [-0.6, 0.0, 0.0], [1.2, -0.8, 0.0], [-1.4, 1.2, 0.0], [-0.6, -0.6, 0.0], [-0.3, 1.4, -0.1], [-0.4, -1.9, 0.0], [0.2, -0.1, 0.1], [-0.1, -0.2, 0.0], [0.1, 0.0, 0.0], [-0.3, 0.2, 0.0], [0.0, 0.4, 0.1], [0.3, 0.2, 0.0], [-0.1, 0.0, 0.0], [0.6, 0.0, 0.0], [-0.6, -0.1, 0.0], [-0.1, 0.1, 0.0], [0.2, 0.0, 0.1], [-0.3, 0.2, 0.0], [0.4, 0.0, 0.1], [0.0, -0.2, -0.3], [0.1, 0.0, 0.2], [0.1, 0.1, 0.4], [-0.2, 0.3, -0.1], [0.0, -0.2, -0.1], [-0.1, -0.5, -0.1], [0.4, 0.2, -0.4], [-0.2, 0.7, -0.4], [-0.5, -0.7, 0.5], [-0.8, -0.4, 0.2], [0.6, -0.3, 0.1], [0.1, -0.1, 0.0], [-0.1, 0.0, 0.2], [0.0, 0.1, -0.2], [0.0, -0.1, -0.3], [0.1, -0.1, 0.0], [-0.1, -0.1, -0.1], [0.0, 0.1, 0.1], [0.0, 0.3, 0.0], [-0.1, 0.1, -0.2], [0.0, -0.2, 0.1], [0.1, 0.1, 0.0], [0.0, 0.0, -0.2], [-0.2, 0.2, 0.1], [0.1, -0.2, 0.0], [0.3, 0.0, 0.0], [0.1, 0.2, 0.1], [-0.2, 0.0, 0.0], [0.2, 0.0, -0.2], [0.1, 0.1, 0.0], [0.1, 0.0, 0.2], [-0.2, 0.0, -0.2], [0.0, 0.2, -0.1], [0.0, 0.0, 0.1], [0.0, 0.1, 0.1], [0.2, 0.0, 0.0]], "nbo_charge": [-0.300, 0.399, -0.212, 0.397, -0.299, -0.165, -0.138, 0.186, -0.140, -0.149, 0.388, -0.298, -0.208, 0.407, -0.300, -0.178, -0.172, 0.281, 0.251, 0.234, 0.251, 0.281, 0.233, 0.233, -0.600, -0.709, -0.598, 1.941, -0.713, -0.601, -0.598, -0.715, -0.603, -0.595, -0.727, -0.039, -0.329, -0.329, -0.072, 0.216, 0.197, 0.215, 0.242, 0.215, 0.212, 0.185, 0.232, 0.219, 0.202, 0.206, 0.213, 0.208, 0.207, 0.233, 0.216, 0.203, 0.213, 0.210, 0.195, 0.205, 0.214, 0.223, 0.206, 0.216]}



Question: Number 2 is which compound?
Answer: C20H21N2